{
  "formula": "C56H59N5O24",
  "method": "ωB97M-V/def2-TZVPD",
  "lumo_ev": -1.8,
  "orbital_gap_ha": 0.284,
  "homo_energy_ev": -9.51,
  "smiles": "O=C1C=C(O)C(=O)C=C1O.O=C1C=C(O)C(=O)C=C1O.O=C1C=C(O)C(=O)C=C1O.O=C1C=C(O)C(=O)C=C1O.O=C1C=C(O)C(=O)C=C1O.O=C1C=C(O)C(=O)C=C1O.CCCC#N.CCCC#N.CCCC#N.CCCC#N.CCCC#N",
  "elements": ["O", "C", "C", "C", "O", "C", "O", "C", "C", "O", "H", "H", "H", "H", "O", "C", "C", "C", "O", "C", "O", "C", "C", "O", "H", "H", "H", "H", "O", "C", "C", "C", "O", "C", "O", "C", "C", "O", "H", "H", "H", "H", "O", "C", "C", "C", "O", "C", "O", "C", "C", "O", "H", "H", "H", "H", "O", "C", "C", "C", "O", "C", "O", "C", "C", "O", "H", "H", "H", "H", "O", "C", "C", "C", "O", "C", "O", "C", "C", "O", "H", "H", "H", "H", "C", "C", "C", "C", "N", "H", "H", "H", "H", "H", "H", "H", "C", "C", "C", "C", "N", "H", "H", "H", "H", "H", "H", "H", "C", "C", "C", "C", "N", "H", "H", "H", "H", "H", "H", "H", "C", "C", "C", "C", "N", "H", "H", "H", "H", "H", "H", "H", "C", "C", "C", "C", "N", "H", "H", "H", "H", "H", "H", "H"],
  "coordinates": [[0.88815, -3.51289, -2.93011], [1.48603, -3.25109, -3.98434], [2.31748, -2.18106, -4.32050], [2.88473, -2.08881, -5.54718], [3.56474, -1.04748, -5.95223], [2.54589, -3.02677, -6.70644], [2.90657, -2.69646, -7.80823], [1.66175, -4.13381, -6.34435], [1.18721, -4.21962, -5.08272], [0.28544, -5.11360, -4.74777], [2.55468, -1.42199, -3.59986], [3.54277, -1.01126, -6.96326], [1.37146, -4.72297, -7.16454], [0.09588, -4.95359, -3.80660], [4.70320, -2.79546, -0.95898], [3.51141, -2.84279, -0.72009], [2.49235, -1.82864, -0.91861], [1.21908, -2.14840, -0.62065], [0.19570, -1.32399, -0.70443], [0.79929, -3.49946, -0.11775], [-0.37342, -3.61076, 0.01096], [1.79119, -4.53774, 0.07180], [3.08554, -4.21074, -0.13972], [4.11576, -4.97046, 0.08105], [2.74807, -0.86273, -1.37556], [-0.58491, -1.86425, -0.47270], [1.46049, -5.47767, 0.47643], [4.92765, -4.51607, -0.18147], [-1.11926, -1.31639, 2.50406], [-2.10599, -1.81005, 1.94671], [-2.74507, -1.15103, 0.72593], [-3.85671, -1.69576, 0.28425], [-4.49569, -1.33012, -0.85828], [-4.52499, -2.90178, 0.99253], [-5.62224, -3.18787, 0.63355], [-3.83664, -3.51267, 2.10238], [-2.69376, -3.01350, 2.58344], [-2.10654, -3.37989, 3.67832], [-2.40652, -0.27068, 0.25304], [-5.37695, -1.73739, -0.78830], [-4.20134, -4.35838, 2.64535], [-1.42622, -2.67254, 3.87553], [-7.17471, 2.83185, -1.62678], [-6.02220, 2.37730, -1.59947], [-5.29014, 1.98989, -2.85101], [-4.01330, 1.63270, -2.85567], [-3.38871, 1.24297, -3.94482], [-3.27578, 1.50743, -1.55206], [-2.12764, 1.03241, -1.49198], [-3.99736, 1.86183, -0.30993], [-5.32436, 2.26857, -0.27295], [-6.03970, 2.59261, 0.82470], [-5.84964, 2.17405, -3.79135], [-2.52232, 0.92405, -3.63602], [-3.44971, 1.90047, 0.62666], [-6.91371, 2.92210, 0.59986], [-4.64388, -1.03311, 4.21242], [-4.78681, 0.18718, 4.19876], [-3.87646, 1.13184, 3.62849], [-4.09451, 2.44720, 3.73928], [-3.18020, 3.33387, 3.34080], [-5.40535, 3.02995, 4.15380], [-5.56356, 4.23047, 4.09235], [-6.35989, 2.01673, 4.68035], [-6.06235, 0.76356, 4.84779], [-6.89084, -0.16620, 5.23265], [-2.97760, 0.67994, 3.27021], [-3.69046, 4.16608, 3.35531], [-7.27124, 2.52599, 5.00701], [-6.44522, -0.99983, 5.03668], [1.51324, 0.40081, 5.41006], [0.35647, 0.46405, 5.76148], [-0.40669, -0.67429, 6.08203], [-1.64980, -0.63578, 6.42475], [-2.40160, -1.71096, 6.59271], [-2.30428, 0.73515, 6.59776], [-3.49986, 0.76155, 6.81672], [-1.59527, 1.97369, 6.19509], [-0.30015, 1.79216, 5.90316], [0.44815, 2.78092, 5.42918], [0.13955, -1.60456, 5.95878], [-3.33352, -1.44664, 6.76150], [-2.08695, 2.92729, 6.08549], [1.34968, 2.44585, 5.31281], [7.87387, 1.50706, -3.44179], [7.18871, 0.21187, -2.94717], [5.63515, 0.27181, -2.82491], [5.18960, 0.76081, -1.47328], [4.97038, 1.19856, -0.46722], [8.84494, 1.61688, -2.95786], [7.29965, 2.44975, -3.25410], [8.04844, 1.49814, -4.53279], [7.69443, -0.01816, -1.97223], [7.41498, -0.62084, -3.61135], [5.19895, -0.72074, -3.01681], [5.26170, 1.01164, -3.56551], [-2.24132, -2.78031, -5.17510], [-2.93873, -2.28888, -3.93842], [-1.89842, -1.89171, -2.91807], [-0.98758, -0.91749, -3.58149], [-0.44623, -0.15471, -4.30829], [-1.60895, -3.63680, -4.88694], [-1.63504, -2.08238, -5.72885], [-3.02800, -3.21447, -5.85547], [-3.63870, -3.04313, -3.52569], [-3.64200, -1.47919, -4.14391], [-1.25869, -2.74504, -2.66981], [-2.28452, -1.36204, -2.02309], [4.05064, -0.76440, 2.43989], [5.07803, -0.75912, 3.60978], [5.59744, 0.59468, 4.17059], [4.48585, 1.52486, 4.34341], [3.63078, 2.27635, 4.35593], [3.15879, -0.18642, 2.49238], [3.68453, -1.78495, 2.25787], [4.56820, -0.37379, 1.56727], [5.89596, -1.46125, 3.35060], [4.66018, -1.30430, 4.43508], [6.17578, 1.07150, 3.38032], [6.25262, 0.53814, 5.05631], [0.68106, 1.67366, 1.94023], [1.63480, 1.50663, 0.71953], [0.83336, 1.66506, -0.55711], [1.66016, 1.40409, -1.81031], [2.18119, 1.18147, -2.84254], [-0.06005, 2.46564, 1.84319], [1.32997, 1.97841, 2.79719], [0.12467, 0.72281, 2.10708], [2.15449, 0.52987, 0.69465], [2.35330, 2.32387, 0.70731], [0.53140, 2.68386, -0.68704], [0.01571, 0.96782, -0.63915], [1.83191, 5.38061, -0.93155], [1.73832, 5.55889, -2.42816], [0.81025, 4.50687, -3.04710], [-0.56333, 4.52207, -2.53417], [-1.51314, 4.30819, -1.96908], [2.68856, 5.91886, -0.58830], [2.03464, 4.33102, -0.66143], [0.89858, 5.67568, -0.45214], [2.67147, 5.46091, -2.99758], [1.33136, 6.58611, -2.59985], [1.22019, 3.51789, -2.87891], [0.70215, 4.61531, -4.12125]],
  "mulliken_charge": [-0.5869, 1.6040, -0.5023, -0.3294, -0.5522, 0.7700, -0.6276, -1.1025, 0.0337, -0.6846, 0.5996, 0.4076, 0.5187, 0.4044, -0.8154, 0.6517, 1.2369, 0.0056, 0.8447, 1.3813, -0.6489, -1.6532, -0.0070, -0.6345, -0.6292, -0.7951, 0.5784, 0.3812, -0.8036, 1.2767, 0.9144, -0.3172, -0.4030, 0.7943, -0.6440, -0.9073, -0.4155, -0.7382, -0.0098, 0.3658, 0.5472, 0.3085, -0.6477, 0.8520, -0.7665, 0.0200, -0.6680, 0.8158, 0.3167, -0.9003, 0.1914, -0.4025, 0.4036, 0.0588, 0.4891, 0.3301, -0.6396, 0.7730, -0.0106, -0.4137, -0.6381, 0.9529, -0.6645, -1.0794, 0.2955, -0.6667, 0.9531, 0.3570, 0.4249, 0.4076, -0.6014, 0.8795, -0.2144, -0.0531, -0.6386, 0.8438, -0.6480, -0.8457, 0.1751, -0.6727, 0.4632, 0.3769, 0.5756, 0.3046, -1.1739, -0.6787, 0.2552, 0.1592, -0.4995, 0.3390, 0.3113, 0.3146, 0.3258, 0.4446, -0.0600, 0.3173, -1.1431, -0.3975, 2.3312, 0.0886, -0.9501, 0.1869, 0.3301, 0.4268, 0.4097, 0.3506, 0.2055, -1.8625, -0.1137, -0.9249, -0.5488, 0.3108, -0.4645, -0.0600, 0.1764, 0.1253, 0.4016, 0.3913, 0.2681, 0.3701, -1.0326, 0.8080, 1.4353, -0.4514, -0.7161, 0.6518, 0.2854, -0.1260, -0.9450, 0.5735, 1.0396, -1.4695, -0.7018, -0.5972, 0.3278, 0.2268, -0.4960, 0.4274, -0.1170, 0.3424, 0.3569, 0.3136, -0.4829, 0.4780]
}